115
Properties=species:S:1:pos:R:3 method="wB97M-V/def2-TZVPD" charge=-1 homo_ev=-3.633
Pb 0.436 2.087 -0.133
C 3.762 4.222 4.902
C 4.662 3.212 4.586
C 4.357 2.285 3.602
C 3.137 2.349 2.928
C 2.244 3.369 3.248
C 2.554 4.301 4.227
P 2.609 1.217 1.579
C 4.193 0.615 0.907
C 4.302 -0.713 0.496
C 5.463 -1.162 -0.113
C 6.522 -0.292 -0.318
C 6.404 1.040 0.054
C 5.241 1.499 0.650
C 2.006 -0.236 2.528
C 2.667 -0.613 3.701
C 2.202 -1.662 4.473
C 1.044 -2.322 4.083
C 0.399 -1.952 2.914
C 0.865 -0.926 2.081
Si 0.084 -0.569 0.314
C -1.800 -0.904 0.697
C -2.247 -2.180 1.059
C -3.536 -2.409 1.512
C -4.444 -1.362 1.592
C -4.067 -0.109 1.142
C -2.766 0.124 0.697
P -2.414 1.637 -0.272
C -3.735 1.338 -1.533
C -4.692 2.280 -1.901
C -5.679 1.962 -2.824
C -5.720 0.705 -3.402
C -4.754 -0.233 -3.066
C -3.772 0.082 -2.143
C -3.074 3.128 0.544
C -3.622 3.233 1.816
C -3.967 4.478 2.323
C -3.778 5.625 1.568
C -3.235 5.528 0.293
C -2.867 4.291 -0.207
C 0.562 -2.293 -0.466
C 1.202 -3.253 0.331
C 1.519 -4.520 -0.128
C 1.203 -4.881 -1.423
C 0.602 -3.955 -2.252
C 0.293 -2.669 -1.803
P -0.362 -1.458 -3.015
C -1.336 -2.670 -4.025
C -1.106 -3.019 -5.352
C -1.899 -3.974 -5.979
C -2.933 -4.591 -5.295
C -3.184 -4.237 -3.976
C -2.399 -3.283 -3.354
C 1.170 -1.335 -4.016
C 1.093 -0.792 -5.301
C 2.225 -0.711 -6.091
C 3.457 -1.109 -5.588
C 3.553 -1.574 -4.290
C 2.412 -1.700 -3.509
H 4.014 4.950 5.663
H 5.613 3.148 5.101
H 5.078 1.519 3.348
H 1.302 3.427 2.718
H 1.853 5.093 4.455
H 3.466 -1.386 0.646
H 5.536 -2.195 -0.431
H 7.431 -0.645 -0.788
H 7.221 1.726 -0.132
H 5.135 2.546 0.903
H 3.562 -0.088 4.006
H 2.738 -1.967 5.365
H 0.655 -3.139 4.681
H -0.495 -2.489 2.630
H -1.572 -3.022 0.947
H -3.845 -3.410 1.792
H -5.453 -1.534 1.946
H -4.797 0.692 1.091
H -4.687 3.264 -1.455
H -6.428 2.701 -3.081
H -6.507 0.451 -4.101
H -4.773 -1.216 -3.521
H -3.031 -0.656 -1.876
H -3.749 2.343 2.418
H -4.387 4.558 3.319
H -4.034 6.595 1.975
H -3.084 6.414 -0.310
H -2.389 4.216 -1.179
H 1.448 -3.007 1.356
H 2.008 -5.229 0.529
H 1.446 -5.869 -1.794
H 0.393 -4.228 -3.279
H -0.290 -2.567 -5.894
H -1.692 -4.244 -7.007
H -3.532 -5.353 -5.778
H -3.989 -4.715 -3.431
H -2.585 -3.023 -2.316
H 0.152 -0.396 -5.662
H 2.157 -0.294 -7.086
H 4.347 -1.018 -6.198
H 4.519 -1.820 -3.866
H 2.500 -2.061 -2.494
S 2.252 3.967 -4.058
C 1.638 3.038 -2.829
S 2.659 2.331 -1.618
S -0.065 2.728 -2.685
N -0.471 0.396 5.936
C -1.313 0.393 4.738
C -1.020 1.641 3.908
O -0.510 2.645 4.621
O -1.252 1.734 2.732
H -0.819 -0.243 6.637
H -0.320 2.290 5.514
H 0.464 0.088 5.685
H -2.362 0.456 5.036
H -1.192 -0.478 4.099

***

119
Properties=species:S:1:pos:R:3 method="wB97M-V/def2-TZVPD" charge=+1 spin_multiplicity=5 homo_ev="-9.323 / -10.747" s_squared=6.024
Ir -0.166 -0.675 -0.783
O 0.058 -1.902 2.322
S -0.019 -0.510 1.792
C 1.343 0.361 2.558
C 1.119 0.982 3.764
C 2.152 1.553 4.534
C 3.426 1.470 4.059
C 4.734 1.937 4.655
C 5.801 1.604 3.577
C 5.027 0.928 2.468
C 5.442 0.421 1.270
C 4.470 -0.147 0.429
C 3.123 -0.218 0.734
P 2.142 -1.006 -0.581
C 2.917 -2.636 -0.719
C 3.753 -2.999 -1.771
C 4.345 -4.256 -1.775
C 4.103 -5.147 -0.738
C 3.270 -4.783 0.313
C 2.675 -3.532 0.323
C 2.477 -0.098 -2.115
C 3.078 1.162 -2.152
C 3.151 1.856 -3.350
C 2.613 1.311 -4.510
C 2.002 0.064 -4.481
C 1.927 -0.640 -3.287
C 2.661 0.298 1.986
C 3.660 0.866 2.803
C -1.425 0.277 2.525
C -1.945 -0.353 3.624
C -2.970 0.225 4.406
C -3.394 1.480 4.075
C -4.367 2.415 4.761
C -4.400 3.685 3.865
C -3.420 3.394 2.749
C -3.007 4.149 1.688
C -2.124 3.559 0.758
C -1.623 2.275 0.868
P -0.792 1.665 -0.651
C 0.528 2.912 -0.843
C 0.564 3.860 -1.860
C 1.588 4.804 -1.897
C 2.571 4.810 -0.918
C 2.536 3.867 0.104
C 1.523 2.923 0.136
C -1.959 2.005 -1.998
C -1.489 1.775 -3.292
C -2.325 1.948 -4.384
C -3.639 2.350 -4.193
C -4.117 2.570 -2.909
C -3.285 2.384 -1.811
C -1.938 1.522 2.045
C -2.878 2.106 2.916
H 0.112 1.025 4.156
H 1.918 2.025 5.482
H 4.931 1.412 5.589
H 4.704 3.001 4.890
H 6.579 0.946 3.964
H 6.300 2.501 3.208
H 6.480 0.451 0.959
H 4.801 -0.549 -0.523
H 3.940 -2.309 -2.587
H 4.998 -4.537 -2.593
H 4.563 -6.128 -0.750
H 3.072 -5.483 1.117
H 2.030 -3.242 1.149
H 3.488 1.600 -1.254
H 3.629 2.829 -3.373
H 2.662 1.865 -5.440
H 1.555 -0.353 -5.372
H 1.435 -1.610 -3.271
H -1.518 -1.311 3.905
H -3.355 -0.304 5.270
H -4.021 2.645 5.769
H -5.352 1.958 4.865
H -4.107 4.578 4.418
H -5.397 3.873 3.465
H -3.367 5.158 1.525
H -1.855 4.139 -0.119
H -0.201 3.870 -2.626
H 1.608 5.539 -2.693
H 3.357 5.556 -0.943
H 3.300 3.867 0.874
H 1.497 2.194 0.937
H -0.470 1.433 -3.451
H -1.953 1.739 -5.377
H -4.294 2.481 -5.046
H -5.145 2.875 -2.755
H -3.672 2.555 -0.814
F -1.109 -1.316 -2.699
B -1.526 -1.707 -4.100
F -2.916 -1.682 -4.078
F -0.976 -0.752 -4.961
F -0.989 -2.971 -4.307
O -2.430 -0.717 -0.190
S -3.340 -1.887 -0.654
C -4.658 -1.138 -1.617
C -5.614 -0.527 -0.603
C -5.819 -1.633 0.433
C -4.421 -2.152 0.791
H -5.118 -1.967 -2.167
H -4.191 -0.460 -2.326
H -6.551 -0.221 -1.068
H -5.156 0.353 -0.141
H -6.414 -2.434 -0.008
H -6.343 -1.283 1.323
H -4.385 -3.202 1.073
H -3.937 -1.554 1.564
Se -0.846 -3.611 0.037
C -0.070 -5.222 -0.554
C -0.095 -6.347 0.261
C 0.495 -7.508 -0.214
N 1.068 -7.605 -1.418
C 1.060 -6.521 -2.198
C 0.516 -5.305 -1.812
H -0.547 -6.314 1.244
H 0.502 -8.406 0.394
H 1.522 -6.625 -3.174
H 0.540 -4.448 -2.477

***

117
Properties=species:S:1:pos:R:3 method="wB97M-V/def2-TZVPD" charge=+1 spin_multiplicity=5 homo_ev="-9.095 / -10.352" s_squared=6.107
Pt -0.519 0.702 0.222
C 7.096 0.462 -6.127
O 6.047 0.958 -6.939
C 4.850 0.332 -6.878
C 3.823 0.908 -7.639
C 2.559 0.378 -7.605
C 2.274 -0.734 -6.789
C 3.322 -1.350 -6.094
C 4.601 -0.821 -6.134
N 0.958 -1.120 -6.683
N 0.694 -2.045 -5.806
C 0.438 -1.779 -4.521
C 0.376 -2.884 -3.653
C 0.285 -2.742 -2.279
C 0.214 -1.483 -1.704
O 0.181 -1.287 -0.398
C 0.214 -0.334 -2.552
N 0.163 0.876 -1.921
C 0.163 1.974 -2.646
C 0.136 1.950 -4.042
C 0.166 0.741 -4.694
C 0.275 -0.452 -3.953
H 7.920 1.161 -6.237
H 7.417 -0.529 -6.456
H 6.794 0.419 -5.077
H 4.054 1.772 -8.246
H 1.757 0.816 -8.185
H 3.128 -2.256 -5.534
H 5.398 -1.317 -5.599
H 0.453 -3.866 -4.100
H 0.288 -3.611 -1.634
H 0.187 2.910 -2.104
H 0.086 2.880 -4.588
H 0.092 0.699 -5.769
Cl -2.418 0.980 2.762
C -3.101 2.507 2.266
C -3.523 3.367 3.262
C -4.097 4.580 2.910
C -4.251 4.908 1.574
C -3.826 4.031 0.588
C -3.234 2.811 0.911
P -2.657 1.610 -0.339
C -3.891 0.288 -0.196
C -5.245 0.601 -0.075
C -6.183 -0.410 0.038
C -5.776 -1.739 0.024
C -4.432 -2.053 -0.105
C -3.490 -1.041 -0.211
C -2.977 2.351 -1.962
C -2.463 3.612 -2.271
C -2.621 4.145 -3.539
C -3.267 3.408 -4.523
C -3.756 2.144 -4.232
C -3.613 1.614 -2.958
H -3.411 3.082 4.298
H -4.433 5.256 3.683
H -4.711 5.846 1.293
H -3.976 4.297 -0.449
H -5.567 1.635 -0.067
H -7.231 -0.164 0.139
H -6.510 -2.529 0.109
H -4.115 -3.088 -0.120
H -2.437 -1.284 -0.311
H -1.938 4.186 -1.517
H -2.229 5.128 -3.763
H -3.387 3.819 -5.517
H -4.257 1.566 -4.997
H -3.999 0.626 -2.744
F 5.267 -2.626 -3.702
C 4.550 -2.375 -2.594
C 3.825 -1.200 -2.532
C 3.082 -0.950 -1.393
C 3.069 -1.854 -0.337
C 3.815 -3.025 -0.427
C 4.563 -3.297 -1.564
Sb 1.858 -1.549 1.346
C 3.324 -1.797 2.868
C 4.680 -1.660 2.595
C 5.630 -1.817 3.593
C 5.195 -2.116 4.869
F 6.105 -2.287 5.838
C 3.854 -2.248 5.184
C 2.925 -2.086 4.172
C 0.765 -3.311 1.735
C -0.560 -3.492 1.347
C -1.196 -4.705 1.543
C -0.488 -5.739 2.125
F -1.097 -6.918 2.304
C 0.826 -5.598 2.527
C 1.445 -4.373 2.332
H 3.840 -0.507 -3.362
H 2.505 -0.037 -1.340
H 3.818 -3.744 0.384
H 5.145 -4.203 -1.661
H 5.018 -1.427 1.592
H 6.688 -1.713 3.398
H 3.561 -2.472 6.200
H 1.872 -2.189 4.416
H -1.101 -2.683 0.879
H -2.222 -4.865 1.242
H 1.343 -6.431 2.981
H 2.470 -4.258 2.659
C 2.322 1.418 3.538
C 1.803 1.501 2.096
C 0.978 2.794 1.985
C 2.976 1.593 1.124
C 0.883 0.300 1.751
H 2.720 2.385 3.848
H 3.119 0.683 3.650
H 1.518 1.153 4.226
H 1.619 3.655 2.182
H 0.161 2.806 2.709
H 0.549 2.924 0.984
H 3.515 2.534 1.252
H 2.626 1.549 0.091
H 3.701 0.788 1.282
H 0.312 0.025 2.649

***

no.,F_max (Eh/bohr),energy (hartree)
1,0.025,-5106.6248
2,0.017,-6815.2810
3,0.008,-3975.9912